(P)
Density functional theory data (ωB97M-V/def2-TZVPD) for one molecule with the formula C2H5NO.

<S²> = 2.01
LUMO energy (spin up / spin down) = 0.0386 / -0.0147 Ha
Spin multiplicity = 3
Orbital gap (spin up / spin down) = 9.29 / 9.64 eV
HOMO energy (spin up / spin down) = -8.24 / -10.04 eV

Each atom is followed by the atoms it is bonded to, with distances in Å.
CARTESIAN COORDINATES (ANGSTROEM)
1 C 0.35 -0.06 0.12  C2 1.480, N3 1.440, H5 1.177, H6 1.121
2 C 0.66 1.17 -0.63  C1 1.480, H7 1.049, H8 1.032
3 N -0.93 -0.52 0.62  C1 1.440, O4 1.325, H9 1.047
4 O -1.14 -1.60 1.34  N3 1.325
5 H 0.59 -1.01 -0.53  C1 1.177
6 H 1.02 -0.48 0.91  C1 1.121
7 H 1.49 0.94 -1.23  C2 1.049
8 H -0.18 1.72 -0.90  C2 1.032
9 H -1.86 -0.16 0.30  N3 1.047


(Q)
Density functional theory data (ωB97M-V/def2-TZVPD) for one molecule with the formula C2H5NO.

<S²> = 2.01
LUMO energy (spin up / spin down) = 0.0375 / -0.0502 Ha
Spin multiplicity = 3
Orbital gap (spin up / spin down) = 6.69 / 8.62 eV
HOMO energy (spin up / spin down) = -5.67 / -9.98 eV

Each atom is followed by the atoms it is bonded to, with distances in Å.
CARTESIAN COORDINATES (ANGSTROEM)
1 C -0.53 -1.29 -0.09  N3 1.275, H5 1.079, H6 1.070
2 C 0.80 0.96 0.03  N3 1.760, H7 1.079, H8 1.080, H9 1.078
3 N -0.66 -0.03 0.07  C1 1.275, C2 1.760, O4 1.227
4 O -1.68 0.63 0.24  N3 1.227
5 H -1.43 -1.89 -0.08  C1 1.079
6 H 0.43 -1.75 -0.23  C1 1.070
7 H 0.67 1.64 0.85  C2 1.079
8 H 1.63 0.28 0.14  C2 1.080
9 H 0.77 1.44 -0.94  C2 1.078


Energies in kcal/mol, measured from the most stable structure: (P) 0.0; (Q) 22.0.